Model a:
Molecular formula: C19H9Cl3F3N5O
Method: DFT, ωB97M-V/def2-TZVPD

Last column: Mulliken charge in e.
Cartesian coordinates (Å):
Cl: 4.24493 1.97124 1.06625  -0.19
Cl: 7.33576 -3.16346 2.00279  -0.18
Cl: -3.28350 0.96088 2.21006  -0.13
F: -7.75908 -1.86522 -0.84009  -0.22
F: -8.48972 0.02409 0.00582  -0.24
F: -7.49279 -1.40881 1.30629  -0.26
O: -2.36526 2.75691 -1.29349  -0.63
N: 3.07501 -1.27672 2.35844  -0.35
N: -1.35419 0.92081 -0.18247  -0.04
N: -5.36758 0.21250 0.94329  -0.51
N: 4.29591 -2.06390 2.51522  -0.67
N: 4.17363 -1.23782 0.51989  0.11
C: -7.48683 -0.90059 0.02130  0.87
C: 2.14184 0.35153 0.79361  0.10
C: 2.65029 1.63200 0.68805  0.55
C: 0.75266 0.10629 0.46183  -0.56
C: -3.70396 1.04626 -0.54477  0.43
C: -5.73396 0.20022 -1.46417  -0.51
C: 0.04481 1.18750 -0.10984  0.61
C: -4.56835 0.86093 -1.66412  -0.49
C: 3.07858 -0.69994 1.18360  -0.42
C: 6.29269 -2.37008 0.96721  0.23
C: 5.76204 -1.57020 -1.28844  -0.93
C: -4.21035 0.78607 0.76693  0.33
C: -6.12163 -0.16754 -0.12722  0.16
C: -2.39631 1.64309 -0.72765  0.28
C: 4.94248 -1.94442 1.41360  0.60
C: 4.47603 -1.14663 -0.83476  -0.07
C: 1.95874 2.63205 -0.04454  -0.79
C: 6.61167 -2.18010 -0.36194  -0.20
C: 0.61663 2.42807 -0.36449  -0.49
H: 7.57037 -2.53068 -0.71261  0.41
H: -6.40674 -0.08120 -2.26827  0.38
H: -1.63074 0.03803 0.14399  0.24
H: 2.46623 3.55173 -0.19149  0.44
H: 3.70089 -0.62876 -1.33965  0.50
H: 6.07274 -1.52848 -2.27925  0.45
H: 0.03357 3.25637 -0.74271  0.47
H: -4.23562 1.05682 -2.74089  0.35
H: 0.30910 -0.85886 0.75467  0.37

Values from the calculation:
Orbital gap, eV: 7.87
Spin multiplicity: 1
SMILES: O=C(Nc1ccc(Cl)c(-c2nnc3c(Cl)cccn23)c1)c1ccc(C(F)(F)F)nc1Cl



Model b:
Molecular formula: C19H9Cl3F3N5O
Method: DFT, ωB97M-V/def2-TZVPD

Last column: Mulliken charge in e.
Cartesian coordinates (Å):
Cl: -3.10822 1.30555 0.10493  -0.22
Cl: 0.73682 -7.23485 3.43115  -0.17
Cl: 3.48793 -3.33483 -1.22937  -0.18
F: -4.94578 6.99180 -0.44624  -0.23
F: -5.45092 6.29015 -2.48348  -0.23
F: -6.32766 5.23692 -0.77836  -0.25
O: 0.30651 2.66630 -2.27836  -0.64
N: -0.06909 -4.94694 1.39590  -0.64
N: -0.14149 -3.82646 0.59974  -0.40
N: -3.96955 3.65701 -0.67910  -0.52
N: -0.20007 1.31202 -0.48859  -0.08
N: 1.84402 -3.87686 1.50272  0.03
C: -2.88187 2.86066 -0.69265  0.44
C: 1.95898 0.43701 -1.42540  -0.62
C: 0.50924 -0.90979 -0.05273  -0.58
C: 2.80542 -0.72920 -1.56074  -0.53
C: -1.58538 4.59575 -1.74007  -0.54
C: 1.34536 -2.02887 -0.17748  0.18
C: -0.46020 2.35845 -1.35217  0.69
C: -3.92293 4.91195 -1.20900  0.23
C: -5.18575 5.87908 -1.22915  0.83
C: 1.66615 -5.87103 2.90512  0.02
C: 1.12229 -4.95053 1.94823  0.54
C: 0.76988 0.31649 -0.68124  0.52
C: -1.65048 3.24512 -1.26912  0.17
C: 2.49269 -1.96126 -0.94729  0.25
C: 1.03017 -3.25507 0.56293  -0.08
C: 2.91723 -5.58436 3.43869  -0.15
C: 3.08462 -3.55315 1.99771  0.03
C: 3.61988 -4.40714 2.95835  -0.70
C: -2.72662 5.42811 -1.71731  -0.54
H: -0.37411 -1.02440 0.56303  0.36
H: 3.38395 -6.18521 4.23989  0.40
H: -2.74237 6.42908 -2.08642  0.40
H: -0.67162 4.96244 -2.20934  0.45
H: 4.64582 -4.23367 3.31427  0.33
H: 3.66000 -2.69916 1.67292  0.42
H: 2.23935 1.34782 -1.90096  0.50
H: 3.73575 -0.66682 -2.12143  0.41
H: -0.94795 1.04787 0.12042  0.08

Values from the calculation:
Orbital gap, eV: 7.74
Spin multiplicity: 1
SMILES: O=C(Nc1ccc(Cl)c(-c2nnc3c(Cl)cccn23)c1)c1ccc(C(F)(F)F)nc1Cl



Which structure wins on stability? model b wins.



Model a:
Molecular formula: C3H3FO
Method: DFT, ωB97M-V/def2-TZVPD

Last column: Mulliken charge in e.
Cartesian coordinates (Å):
F: 1.71654 -0.81400 0.08164  -0.19
O: -1.87737 -0.79822 -0.04425  -0.39
C: 1.35361 0.43837 -0.04361  0.01
C: -1.44131 0.33273 0.00002  0.15
C: 0.03701 0.81175 -0.21202  -0.22
H: 0.02730 2.03086 0.19342  0.14
H: -2.39597 1.12738 0.79367  0.21
H: 2.24286 1.05645 0.16589  0.30

Values from the calculation:
Orbital gap, eV: 9.79
Spin multiplicity: 1



Model b:
Molecular formula: C3H3FO
Method: DFT, ωB97M-V/def2-TZVPD

Last column: Mulliken charge in e.
Cartesian coordinates (Å):
F: 1.18864 -1.43607 -0.00634  -0.18
O: -1.35488 -1.35379 -0.20659  -0.42
C: 0.05724 0.55872 -0.25645  -0.29
C: -1.19739 -0.18333 0.04497  0.15
C: 1.21478 -0.14657 -0.01196  -0.04
H: 2.14764 0.36822 -0.05076  0.35
H: 0.16877 1.72477 -0.21208  0.24
H: -2.22480 0.46805 0.69922  0.20

Values from the calculation:
Orbital gap, eV: 10.04
Spin multiplicity: 1



Which structure wins on stability? model b wins.